# 1
Here is a cluster of 2 separate species, C25H34N5O3 in total at a distorted geometry from OMol25. Energies are from ωB97M-V/def2-TZVPD.

```
67
Properties=species:S:1:pos:R:3
O 7.9992 1.9200 -0.2048
O -4.2743 2.6186 0.9148
O 8.4521 0.0400 0.8495
N -2.0837 3.2362 0.5418
N 0.7407 -3.2875 -0.9347
N 1.9800 -2.5817 -0.7695
N -1.0737 1.2085 0.3418
N 7.6478 0.8490 0.3285
C -4.6027 -0.2099 -0.1488
C 2.1396 -0.7216 0.3866
C -6.4350 -0.7754 1.3334
C -2.4762 0.9314 0.6570
C 3.9998 0.7775 -0.4442
C -0.1815 3.1213 -1.0000
C -6.8857 -0.1079 -0.9586
C -0.7500 2.6584 0.3438
C 5.3114 1.2326 -0.3786
C -0.1885 0.1806 0.2584
C -5.0577 -0.6528 1.1035
C 4.5743 -1.1199 0.9543
C 5.9021 -0.7377 0.9347
C 6.2813 0.4693 0.3193
C 0.1612 3.0834 1.5113
C -7.3503 -0.4886 0.3154
C -3.1282 0.0289 -0.3796
C 3.5505 -0.3982 0.2404
C -3.0983 2.3317 0.7282
C 0.6488 -3.7782 -2.3144
C -2.3647 4.6600 0.5724
C 1.1877 0.2906 0.1178
C 3.1080 -3.4957 -0.5491
C 0.5204 -4.3139 0.0897
C -5.5110 0.0143 -1.1843
H 6.6789 -1.3072 1.4772
H -4.3279 -0.8752 1.8873
H -8.4216 -0.5856 0.4942
H 5.5915 2.2086 -0.8018
H -2.0486 5.1489 -0.3546
H -3.4434 4.7760 0.6865
H 4.0587 -2.9806 -0.7057
H 1.5488 1.2806 -0.1903
H 0.5105 4.1110 1.3469
H -2.5965 -0.9323 -0.3755
H 3.0495 -4.4120 -1.1771
H -0.6674 -0.7932 0.3629
H -0.5390 -4.6043 0.0243
H 0.9682 -2.9498 -2.9623
H -0.3946 -4.0336 -2.5335
H 3.0708 -3.8201 0.4940
H -1.8649 5.1524 1.4138
H -0.9858 3.0866 -1.7484
H -0.4059 3.0562 2.4514
H 1.0322 2.4294 1.5958
H -5.1237 0.3173 -2.1664
H 4.2944 -1.9844 1.5841
H 0.6924 -3.8755 1.0805
H 0.1851 4.1519 -0.9016
H 3.2815 1.4025 -1.0004
H 2.0872 -2.0066 -1.6029
H 1.2921 -4.6484 -2.5492
H 0.6363 2.4757 -1.3275
H -2.5676 0.4865 1.6643
H -7.5861 0.1083 -1.7628
H 1.1416 -5.2322 -0.0048
H -2.9824 0.4964 -1.3671
H -6.7837 -1.0792 2.3280
H 1.8758 -1.5513 1.0649
```

**LUMO energy**: -4.77 eV
**Gap between HOMO and LUMO**: 6.32 eV
**Energy relative to the best compared isomer or geometry (same formula, charge and spin)**: 0.448 eV
**Total charge**: +1
**Strongest force on any atom**: 3.86 eV Å⁻¹
**Total energy**: -40058.466 eV

***

# 2
Here is a cluster of 2 separate species, H3PS2 in total at a distorted geometry from OMol25. Energies are from ωB97M-V/def2-TZVPD.

```
6
Properties=species:S:1:pos:R:3
S 0.5589 -1.0749 0.3449
S -0.5415 -1.3011 -1.2718
P -0.4995 0.3709 1.5013
H 0.6265 1.3433 1.7801
H -0.7177 1.0835 0.4565
H 0.5733 -0.4216 -2.8110
```

**LUMO energy (alpha / beta)**: -1.16 / -1.40 eV
**Gap between HOMO and LUMO (alpha / beta)**: 7.72 / 7.60 eV
**Energy relative to the best compared isomer or geometry (same formula, charge and spin)**: 3.349 eV
**Strongest force on any atom**: 3.89 eV Å⁻¹
**Total energy**: -31004.728 eV

***

# 3
Here is a cluster of 15 separate species, C30H90BBrN3O21PS2 in total from OMol25. Energies are from ωB97M-V/def2-TZVPD.

```
149
Properties=species:S:1:pos:R:3
Br -1.5662 -1.0920 -1.4139
S 0.9772 -2.8330 -1.2985
S -1.4965 -3.4938 2.0989
P -3.1258 0.2317 0.9490
O -0.9391 -3.2012 3.3967
O 7.9634 -2.9005 -4.2311
O -7.5004 -3.7797 -3.6366
O 1.5200 -1.6786 1.1048
O -3.2663 -4.0545 -3.3650
O 3.8777 -1.8919 -2.8432
O 0.8136 -8.6170 0.5131
O 0.4530 4.2024 -0.7682
O 0.3405 7.1497 5.4026
O -1.9579 -4.3202 -0.8110
O 0.5554 8.9949 9.5893
O -1.1647 5.4650 1.7138
O -4.7561 -0.5867 -10.5189
O -0.5965 8.1706 2.2829
O -0.0090 -5.7293 -0.6216
O -2.3118 -2.2464 1.5807
O -5.0552 -1.0305 -6.4483
O 7.8470 1.2076 -2.4856
O 6.5159 -0.9241 2.2699
O -6.8485 1.5107 3.2854
O -2.4037 -4.5988 1.9741
N 4.9299 -1.7383 -0.3590
N 0.3104 -5.6568 2.2549
N 1.0297 0.6229 -1.8678
C -7.6512 1.6580 4.4488
C 1.1716 0.8129 -0.6196
C 0.9143 -4.4610 1.6820
C -0.3299 8.8137 10.6860
C 3.7434 -1.0663 0.1727
C 2.3170 1.6046 -0.0298
C 0.1316 0.3673 0.3996
C 4.9810 -0.9916 -2.7916
C 0.1494 8.3052 6.2121
C 0.4447 -2.2249 0.3445
C -4.2363 -3.0068 -3.3267
C -1.1044 -0.4937 2.7668
C -0.5917 -0.9829 0.2894
C 9.1138 0.6075 -2.2451
C 0.1222 -9.4942 1.3959
C -0.1526 -3.6173 0.9210
C 4.5524 0.3700 -3.3410
C 7.1860 -3.8299 -3.4828
C -3.6627 0.9145 2.5649
C 0.5549 5.6140 -0.9622
C -4.5089 -0.9412 0.6925
C -5.4945 -0.8972 -11.6927
C -1.5901 8.8878 2.9953
C 2.8894 -2.0648 0.9596
C -1.6752 -0.9561 1.4123
C 5.5950 -0.9028 -1.3634
C -1.9065 4.7537 2.6989
C 7.2705 0.1754 2.7682
C -8.7631 -3.3708 -3.1299
C -3.9437 -1.3909 -7.2675
B -0.7498 -4.6113 -0.2544
H -0.8372 -9.8138 0.9818
H 6.8250 -3.3010 -2.6031
H -7.2152 -4.5506 -3.1386
H -3.5699 -2.3858 -7.0098
H -0.1855 -1.0214 3.0266
H -5.2964 -0.0122 -9.9694
H -0.9776 4.8686 0.9796
H -9.5219 -4.1488 -3.2500
H -0.1916 5.9699 -1.6757
H -0.0668 -8.9380 2.3116
H -2.4440 -3.6829 -3.0270
H -4.4826 1.6066 2.3475
H 0.9011 9.0694 5.9951
H 0.7194 -10.3767 1.6382
H -1.0908 9.7345 3.4644
H 9.2255 0.5313 -1.1653
H 5.5988 0.1537 -1.0505
H 0.2613 7.4060 4.4755
H 7.3421 0.1527 3.8581
H 0.6258 0.4090 1.3691
H -1.3366 3.9066 3.0864
H -7.2941 0.9058 2.6869
H -2.2570 -5.0074 -1.4191
H -4.3546 -1.4772 -0.2452
H -2.0278 8.2586 3.7782
H -2.8609 4.4003 2.3027
H -4.6294 -1.6489 1.5129
H 9.1735 -0.3958 -2.6760
H -3.1598 -0.6616 -7.0762
H 2.6924 1.1680 0.8983
H -3.9326 -2.1719 -3.9632
H -0.6522 1.1391 0.4165
H 0.9857 -9.0836 -0.3084
H -0.2823 -6.5391 -0.1746
H 3.0247 -3.0427 0.5197
H 3.5170 0.5854 -3.0587
H 6.3268 -4.1876 -4.0575
H -8.7052 -3.0923 -2.0742
H -4.3743 -2.6516 -2.3015
H 3.1900 -0.6055 -0.6485
H -6.4209 -1.4301 -11.4617
H -0.8930 0.5752 2.7646
H -4.2094 -1.3674 -8.3255
H 5.7769 -1.3751 -3.4422
H 5.2155 1.1597 -2.9740
H -8.6321 2.0810 4.2163
H -5.7365 -0.0007 -12.2697
H -7.7876 0.7074 4.9710
H -2.0963 5.4438 3.5187
H 3.2763 -2.1251 1.9869
H -0.7128 7.7908 10.7353
H 6.6397 -1.2235 -1.4096
H -4.8649 -1.5423 -12.3011
H -4.0260 0.1870 3.2979
H 1.3043 8.4051 9.7079
H -0.8479 8.7292 6.0602
H 1.6514 -4.7788 0.9501
H 8.2964 -3.3441 -5.0148
H -1.1673 9.4901 10.5302
H -2.3880 9.2681 2.3515
H -7.1258 2.3440 5.1094
H 0.3837 6.0888 -0.0009
H -1.8346 -0.7082 3.5459
H 7.7260 1.2789 -3.4361
H 0.8712 -6.4791 2.0919
H 7.7791 -4.6866 -3.1544
H 4.6003 0.3807 -4.4347
H 4.0587 -2.5839 -3.4803
H 3.1226 1.6906 -0.7654
H 1.5494 5.9012 -1.3106
H 6.8437 1.1322 2.4572
H 4.0519 -0.2465 0.8485
H 0.1457 9.0622 11.6385
H 1.8225 1.0292 -2.3690
H -9.0667 -2.4976 -3.7030
H 5.6298 -0.8629 2.6382
H -5.1790 -3.3984 -3.6971
H 1.3930 -3.8360 2.4385
H 8.2705 0.0870 2.3504
H -2.8681 1.5005 3.0351
H -1.0055 7.3915 1.8790
H 0.0871 -5.5579 3.2336
H -5.4124 -0.3257 0.6083
H 1.9693 2.6232 0.1810
H 5.6056 -1.7888 0.3982
H 0.6185 3.7768 -1.6143
H 0.2427 8.0158 7.2545
H -5.7523 -1.6742 -6.5971
H 1.5872 -1.7551 -1.8071
H 9.9327 1.2160 -2.6378
```

**LUMO energy**: 0.47 eV
**Gap between HOMO and LUMO**: 8.33 eV
**Strongest force on any atom**: 0.85 eV Å⁻¹
**Total energy**: -181709.867 eV

***

# 4
Here is a cluster of 2 separate species, C2H5N3O in total at a distorted geometry from OMol25. Energies are from ωB97M-V/def2-TZVPD.

```
11
Properties=species:S:1:pos:R:3
O 3.6879 -1.0547 -0.1271
N -0.5059 0.5569 -0.1979
N -1.1841 -0.4844 0.1517
N 2.9038 1.0946 0.2065
C -2.4894 -0.5883 0.0274
C 3.1703 -0.0343 0.0386
H 2.1489 1.7278 0.0210
H -2.8285 0.4028 -0.3678
H -3.0972 -1.3528 0.4435
H -0.6825 -1.4842 0.4258
H -1.1232 1.2165 -0.6216
```

**LUMO energy (alpha / beta)**: 0.62 / 0.62 eV
**Gap between HOMO and LUMO (alpha / beta)**: 8.78 / 8.77 eV
**Energy relative to the best compared isomer or geometry (same formula, charge and spin)**: 4.001 eV
**Strongest force on any atom**: 3.93 eV Å⁻¹
**Total energy**: -8669.641 eV

***

# 5
Here is a cluster of 6 separate species, C20H41N7O9 in total at a distorted geometry from OMol25. Energies are from ωB97M-V/def2-TZVPD.

```
77
Properties=species:S:1:pos:R:3
O 5.9996 -7.4267 1.1082
O -1.4141 0.3318 -0.5954
O 1.2303 5.2579 -4.1065
O -6.8269 5.6903 5.6215
O -2.6952 -1.9056 0.2503
O 4.3522 -3.6663 1.4709
O -4.7052 5.7294 -0.8032
O -1.2587 -1.7058 0.3681
O -0.0111 -1.1330 -1.4721
N -3.2796 -4.1985 -0.3115
N 5.8156 -3.7693 3.1966
N 1.0345 -4.3817 -0.3696
N -3.4350 4.0371 -1.6212
N -6.7608 5.2871 3.3900
N 0.0455 6.8991 -5.1356
N 4.1536 -8.7451 1.0422
C -0.9279 -0.7560 -0.6067
C 0.2173 -2.5454 -1.6355
C 2.7080 -8.8466 1.0987
C -3.1699 2.6090 -1.6973
C 4.9451 -9.9503 0.8578
C -4.4439 4.5432 -0.8983
C 4.7469 -3.2820 2.5630
C -7.0637 6.0203 4.4758
C 1.0790 -3.1356 -0.5533
C 1.9246 -2.2066 0.2669
C 0.4312 6.1717 -4.0712
C -6.1036 4.0069 3.5818
C -7.0668 5.7312 2.0413
C -0.9175 7.9770 -5.0238
C -2.5803 4.9561 -2.3507
C -2.8960 -3.1700 0.0515
C 6.5872 -4.8282 2.5493
C 6.2256 -3.2851 4.4998
C 4.7907 -7.5686 1.1527
C 0.6178 6.5866 -6.4344
H -1.8130 4.4004 -2.8839
H 6.9744 -4.4705 1.5961
H -5.1527 4.1468 4.0967
H -3.2453 2.2772 -2.7352
H 5.6260 -10.0830 1.6988
H -5.0367 3.7695 -0.3797
H 2.2703 -7.8608 1.2373
H -3.8914 2.0596 -1.0974
H -2.1721 2.3967 -1.3283
H 4.2285 -2.4871 3.1268
H -7.7347 5.0127 1.5608
H 5.5486 -2.5042 4.8399
H 2.3244 -9.2728 0.1702
H -7.5595 6.9745 4.2278
H 2.6070 -2.7928 0.8785
H 2.4085 -9.4859 1.9315
H -2.1096 5.6521 -1.6548
H 2.4716 -1.4922 -0.3389
H 6.2129 -4.1024 5.2229
H 5.5410 -9.8708 -0.0515
H -6.7266 3.3532 4.1932
H 1.2922 -1.6429 0.9533
H 0.2072 7.2584 -7.1834
H -1.2449 8.0782 -3.9914
H 7.2361 -2.8766 4.4462
H -5.9276 3.5415 2.6153
H 0.3898 5.5555 -6.7057
H 1.6789 -4.6481 0.3691
H 4.2853 -10.8105 0.7855
H -6.1464 5.8079 1.4591
H -0.4675 8.9188 -5.3438
H 5.9516 -5.6839 2.3506
H -0.0579 6.4864 -3.1329
H 7.4121 -5.1242 3.1917
H -7.5538 6.7031 2.0662
H 1.7019 6.6962 -6.4018
H 0.6879 -2.6871 -2.5988
H 4.1058 -6.7124 1.2872
H -1.7879 7.7710 -5.6499
H -3.1758 5.5322 -3.0610
H -0.7071 -3.1120 -1.6664
```

**Structure (SMILES)**: [H]/N=C(\C)COC(=O)OOC#N.CN(C)C=O.CN(C)C=O.CN(C)C=O.CN(C)C=O.CN(C)C=O
**LUMO energy**: -0.75 eV
**Gap between HOMO and LUMO**: 8.25 eV
**Strongest force on any atom**: 1.49 eV Å⁻¹
**Total energy**: -50258.440 eV

***

# 6
Here is a structure of composition C7H4MnN2O4 at a distorted geometry from OMol25. Energies are from ωB97M-V/def2-TZVPD.

```
18
Properties=species:S:1:pos:R:3
Mn 0.5741 -1.1445 0.1050
O 3.2393 -1.6808 -0.6131
O -0.0591 -0.1889 -2.8034
O -1.2391 4.7358 -0.2787
O -2.0985 -1.9388 0.4829
N 1.3655 1.1856 3.7567
N 0.5531 0.2419 1.8862
C 0.1678 -0.2845 -1.6891
C 0.7881 0.0030 4.1117
C 1.1565 1.3150 2.3721
C -0.6158 3.7002 -0.2337
C -1.1868 -1.2552 0.5420
C 0.2233 -0.5703 3.0103
C 2.3547 -1.1113 -0.1904
H 1.8705 1.8567 4.3309
H 1.4777 2.1907 1.8111
H 0.8022 -0.4041 5.1672
H -0.3688 -1.4543 2.8085
```

**LUMO energy (alpha / beta)**: -10.23 / -11.66 eV
**Gap between HOMO and LUMO (alpha / beta)**: 6.72 / 5.26 eV
**Spin multiplicity**: 6
**Energy relative to the best compared isomer or geometry (same formula, charge and spin)**: 0.000 eV
**Total charge**: +2
**Strongest force on any atom**: 9.42 eV Å⁻¹
**Total energy**: -49792.309 eV

***

# 7
Here is a cluster of 12 separate species, C48H110O12 in total at a distorted geometry from OMol25. Energies are from ωB97M-V/def2-TZVPD.

```
170
Properties=species:S:1:pos:R:3
O 4.0514 2.2269 -1.2662
O -0.2845 -2.9576 -4.5979
O -5.2437 -4.8908 -1.9050
O 2.5528 2.8364 1.5035
O -3.8643 3.1869 -0.1039
O -1.8216 2.9693 -3.4705
O 1.9739 -2.4809 4.8514
O 1.0075 -7.3217 2.2498
O -1.4204 7.1065 -0.6941
O 5.6563 -3.6495 -0.0886
O -0.1185 2.2823 4.0146
O -0.8431 -0.6575 0.5711
C 4.0907 -2.4397 1.3189
C -0.0473 7.2918 -0.9763
C 3.3541 3.1411 2.6374
C -0.5729 3.3264 3.1972
C -1.5716 6.1230 0.3774
C 0.1119 8.3762 -2.0242
C -2.0680 6.8121 1.6743
C 1.1244 -4.0919 -3.1142
C 2.3050 4.0159 0.7023
C -1.4668 -1.6239 -6.1974
C 5.0529 -3.5822 1.2112
C 2.0486 -7.1360 1.2949
C -2.6956 5.2371 -3.9625
C -4.8769 1.1452 0.5102
C 2.9295 -2.0541 5.8534
C -1.1958 1.4110 4.2337
C -5.1540 -3.8995 -2.9183
C -0.8274 0.8747 -3.2819
C 4.2338 -2.6236 5.4021
C 0.2513 -4.2202 -4.3802
C -6.6264 -5.0566 -1.3908
C -2.0149 4.2763 -3.0205
C 3.7555 1.8404 3.3141
C -0.2856 -2.4402 4.1310
C 1.5238 -6.1607 0.1979
C 0.4745 -6.0043 2.3657
C 0.4952 -0.1129 0.3282
C -1.0482 -3.0296 -5.7842
C -1.6020 -1.0850 -0.5213
C 0.3870 -5.4681 0.9669
C 3.6898 -2.3943 -0.2038
C 4.9712 1.8308 -0.2858
C -2.6422 -2.0731 0.0858
C 0.6921 -1.9088 5.1210
C -2.1221 1.5043 2.9857
C -0.8002 2.2821 -2.7682
C 1.2103 -0.2614 1.6730
C -3.7457 1.8136 -0.2874
C 1.3509 3.6153 -0.3006
C -5.8449 2.3097 0.6293
C -1.4543 2.5817 2.1420
C 4.8590 -2.8743 -1.0786
C -6.5135 -5.7034 -0.0319
C 6.1279 1.1311 -1.0828
C 6.0903 1.7877 -2.4774
C -4.8565 3.3826 0.8759
C 4.8158 2.6274 -2.3865
C -3.7706 -3.9288 -3.4846
H 0.3022 3.8572 2.8091
H -5.4516 -2.9678 -2.4605
H -5.7728 -5.2737 0.5840
H 5.6842 0.1131 -1.1479
H 4.2133 3.7409 2.3589
H 5.3306 2.7284 0.2782
H -1.8667 -3.7404 -5.7056
H 4.4568 1.1908 0.3773
H 2.8504 1.2279 3.4421
H 4.3300 -3.6971 5.5916
H 1.3854 -5.1184 -2.8582
H -2.0012 -0.2526 -1.1431
H -2.8774 6.0781 -3.2757
H -0.4468 -3.4893 -6.5820
H 0.8754 -4.5760 -5.2483
H -0.8442 -1.6440 -1.1561
H -3.3759 -3.0040 -3.9277
H -2.2604 6.1013 2.4862
H -2.3173 5.4047 0.1313
H 0.3005 6.3683 -1.4434
H -3.4222 -1.5312 0.6692
H 1.0418 4.3308 -1.0721
H 3.4148 -1.3891 -0.6162
H -5.2507 0.3560 -0.1375
H -5.2063 4.4459 0.6917
H -0.4690 0.0731 -2.7082
H -1.4284 7.6255 1.9392
H -6.9861 -4.0270 -1.2560
H -3.5743 4.8067 -4.4264
H 4.5357 -4.4997 1.3422
H 4.9931 -2.1932 6.0379
H -0.7197 0.3759 4.4371
H -0.9385 2.3512 -1.7425
H 4.1264 2.6074 -3.2124
H -1.9031 0.6813 -3.4848
H -2.5456 4.2166 -2.0615
H -1.2376 -1.9684 4.2009
H -0.5868 -5.6713 0.4439
H -7.4973 -5.6965 0.4834
H -0.5593 -6.0176 2.7907
H 4.9906 3.6859 -2.2200
H 2.8986 -0.9876 6.1702
H 0.2251 2.7306 -2.8812
H 5.4762 -2.0198 -1.4290
H -1.7689 1.5039 5.1501
H 2.0108 4.9027 1.4446
H 0.4568 3.2585 0.1399
H 1.1117 -5.3390 3.0067
H 0.7840 0.1994 2.5255
H -0.5538 -1.0013 -6.3393
H 0.4169 -2.1953 6.1720
H 2.8588 -6.5976 1.8448
H 1.8049 2.7526 -0.8541
H -6.4390 2.4537 -0.2867
H -0.4083 -3.4400 4.2110
H -2.1389 0.5115 2.5981
H 0.6182 7.4951 -0.1909
H 2.7913 3.8119 3.3238
H 4.4250 -2.2952 4.4241
H -2.7844 1.3996 0.0033
H 4.5269 -1.4935 1.7210
H 4.4342 1.2070 2.6858
H -1.0047 4.6933 -2.6781
H -7.1961 -5.7497 -2.0743
H 1.1570 -1.3097 1.9227
H -1.1748 4.1212 3.6544
H 4.2866 2.1495 4.2872
H -0.8723 2.1806 1.3400
H -1.9832 -1.5936 -7.1352
H -4.5280 3.3435 1.9011
H -2.1427 -1.1931 -5.4280
H 0.5115 0.8881 -0.0523
H -6.1543 -6.7180 -0.0555
H 2.4990 -2.5509 6.7925
H -0.5939 5.6100 0.5663
H 4.6136 -3.5623 -1.8910
H 2.7724 -2.9392 -0.4415
H -4.4654 0.7900 1.4732
H -0.3860 8.0596 -2.9555
H -0.3585 0.8463 -4.2687
H 7.0202 1.0408 -0.4957
H 0.0078 -2.2311 3.1555
H -3.7170 -4.7486 -4.2119
H 0.7706 -0.8123 5.2321
H 6.9369 2.4028 -2.7813
H -2.0142 3.3395 1.6246
H 2.3476 -5.5128 -0.1207
H 1.1929 -6.6333 -0.7297
H -3.1195 -4.0767 -2.6084
H 3.2906 4.3765 0.3557
H -3.0250 -2.7299 -0.6772
H -5.8963 -4.0759 -3.6516
H 5.8780 -3.4585 1.8986
H 1.0395 -0.8674 -0.3607
H -3.0545 7.2455 1.4359
H 2.1016 -3.5093 -3.1042
H 0.4762 -4.4008 0.9875
H 5.9695 0.9997 -3.2186
H -6.6392 2.1635 1.3825
H -3.9513 1.5481 -1.3608
H -0.5853 -4.9184 -4.0993
H -3.1096 1.7833 3.3171
H -1.9442 5.5210 -4.6987
H -0.3464 9.3431 -1.7767
H 1.1497 8.6124 -2.2767
H 2.2841 0.0452 1.5834
H 2.3801 -8.1228 0.8805
H -2.0690 -2.7367 0.7495
H 0.5161 -3.6660 -2.3099
H 3.3036 -2.6688 1.9393
```

**Structure (SMILES)**: C1CCOC1.C1CCOC1.C1CCOC1.C1CCOC1.C1CCOC1.CCOCC.CCOCC.CCOCC.CCOCC.CCOCC.CCOCC.CCOCC
**LUMO energy**: 0.65 eV
**Gap between HOMO and LUMO**: 9.94 eV
**Strongest force on any atom**: 4.24 eV Å⁻¹
**Total energy**: -76121.025 eV

***

Which of these has the lowest strongest force on any atom?
C30H90BBrN3O21PS2

***

Which value of total energy does entry 6 give?
-49792.309 eV